328
Properties=species:S:1:pos:R:3:forces:R:3:mulliken_charge:R:1 method="wB97M-V/def2-TZVPD" largest_force_ev_per_a=8.9 orbital_gap_ev=7.9 multiplicity=1 energy_ev=-187911.5103 homo_ev=-7.99
C -4.29290 1.83669 -8.46003 -0.44 1.23 -1.50 -0.944
O -4.63973 1.77479 -7.12069 0.17 -2.41 1.72 -0.295
C -4.45373 2.94282 -6.34415 -1.19 1.81 -0.60 -0.848
C -4.95826 3.00410 -4.84866 1.33 -0.09 -0.33 -0.616
N -4.84682 4.34093 -4.25997 -0.64 -0.08 -0.07 0.513
C -5.24091 4.44717 -2.84767 0.71 0.77 -1.12 -1.062
C -4.74880 5.78501 -2.28953 -0.87 0.28 -0.42 0.030
O -5.47010 6.93369 -2.69127 -1.04 1.03 -0.51 -0.433
C -5.94253 7.15869 -4.04012 1.07 -0.19 0.23 -0.369
H -5.16227 1.71343 -9.10588 -0.72 0.53 0.22 0.322
H -3.68698 1.08549 -8.96665 0.89 -0.57 1.33 0.294
H -3.85029 2.80766 -8.68229 0.09 0.10 -0.19 0.385
H -5.08057 3.63456 -6.90689 0.05 0.94 0.36 0.633
H -3.43613 3.32184 -6.43854 0.29 -0.13 0.32 0.606
H -4.31512 2.37208 -4.23628 -0.02 -0.75 0.00 0.252
H -5.98952 2.68049 -4.70759 -0.08 -0.20 -0.37 0.211
H -4.16928 5.01624 -4.58399 0.23 -0.51 -0.10 -0.195
H -4.79642 3.68875 -2.20322 0.14 -0.50 -0.02 0.476
H -6.32509 4.33994 -2.81381 -0.16 0.12 0.42 0.341
H -3.69087 5.92440 -2.51188 0.31 -0.19 -0.23 -0.048
H -4.86152 5.84634 -1.20710 0.09 -0.44 0.10 0.367
H -6.56995 8.04783 -4.10250 -0.57 -0.32 0.85 0.338
H -6.40465 6.26298 -4.45517 -0.11 0.24 -0.02 0.282
H -5.12760 7.49708 -4.68002 0.44 -0.65 -0.12 -0.047
C 2.54581 7.60188 9.17465 -0.92 -1.65 0.05 -0.700
O 2.37320 7.54608 7.79436 -0.78 0.71 -1.78 -0.332
C 1.94644 6.28147 7.22483 0.33 1.21 -0.33 -0.997
C 1.63423 6.49855 5.71131 0.45 -1.58 0.95 -0.073
N 1.72256 5.16487 4.99047 -0.60 1.80 0.44 -0.338
C 0.46402 4.43817 5.02322 0.74 -1.59 2.12 -1.013
C -0.72328 4.81487 4.20922 0.94 -0.65 0.52 -0.595
O -0.23625 4.51367 2.90629 -2.68 -0.50 -1.19 0.087
C -1.30400 4.49999 1.91263 0.54 1.73 0.24 -1.111
H 1.58834 7.34735 9.62914 -0.19 0.00 0.48 0.293
H 2.83153 8.57639 9.57062 0.37 -0.08 -0.58 0.232
H 3.22077 6.77630 9.40032 0.51 0.25 0.80 0.283
H 0.99101 5.91100 7.59634 0.16 -0.04 1.01 0.340
H 2.77856 5.60703 7.42686 -0.22 -0.55 -0.36 0.406
H 2.32973 7.26458 5.36841 -0.05 -0.34 -0.44 0.471
H 0.59983 6.83792 5.65700 0.04 0.60 -0.10 0.131
H 1.76092 5.37920 4.00422 0.92 0.45 -0.53 0.365
H 0.13227 4.23466 6.04137 0.06 0.40 0.44 0.461
H 0.74351 3.43619 4.69763 -0.15 -0.22 -0.22 0.327
H -1.09790 5.80513 4.46838 0.17 0.64 -0.99 0.282
H -1.50761 4.15558 4.58107 -0.33 -0.42 -0.61 0.474
H -2.09969 3.75530 1.89221 0.47 -0.73 0.78 0.368
H -0.86287 4.53446 0.91647 0.23 -0.07 0.08 0.214
H -1.81564 5.44646 2.08735 -0.31 0.20 -0.43 0.369
C -11.64365 -2.43641 -6.42525 0.30 -1.39 -1.85 -0.802
O -10.17922 -2.44889 -6.50435 -3.11 0.55 -1.32 -0.315
C -9.76511 -2.11526 -5.26288 2.93 0.16 1.79 -0.620
C -8.19376 -2.11424 -5.17401 0.27 0.37 0.10 -0.513
N -7.56182 -0.78248 -5.28208 -1.66 0.00 -0.14 -0.271
C -6.12024 -0.61079 -5.21367 -1.03 -0.31 1.82 -0.173
C -5.24091 -1.67897 -5.79014 0.20 0.25 -2.70 -0.760
O -3.94733 -1.69354 -5.27839 0.82 -0.52 0.50 -0.632
C -3.04397 -0.64294 -5.57812 -1.00 0.75 -0.15 0.127
H -12.08549 -2.94947 -5.57105 0.67 -0.19 0.44 0.340
H -11.91303 -3.04396 -7.28921 -0.33 0.16 -0.08 0.279
H -12.20145 -1.50261 -6.49567 0.84 0.61 -0.06 0.307
H -10.17392 -2.87990 -4.60236 0.27 0.00 0.69 0.418
H -10.13013 -1.14538 -4.92495 -0.08 0.32 0.04 0.313
H -7.70790 -2.72832 -5.93226 -0.74 -0.66 -0.22 0.270
H -7.94892 -2.58551 -4.22214 0.24 0.22 0.24 0.306
H -8.05888 -0.25141 -5.98280 0.50 0.06 -0.21 0.283
H -5.91854 -0.61979 -4.14253 0.45 0.25 0.32 0.186
H -5.86964 0.37746 -5.59926 0.02 -0.21 -0.09 -0.045
H -5.20338 -1.45457 -6.85614 0.33 0.19 -0.62 0.395
H -5.57617 -2.71360 -5.86254 -0.34 0.03 1.07 0.420
H -2.76008 -0.57817 -6.62850 -0.38 -0.20 -0.39 0.242
H -2.09678 -0.74981 -5.04945 -0.43 -0.19 0.55 -0.132
H -3.60933 0.25098 -5.31470 0.82 0.50 0.00 -0.168
C 2.41889 -4.04841 8.87421 -0.66 1.71 0.14 -0.829
O 1.04899 -3.57787 8.72260 0.57 -0.51 0.42 -0.451
C 0.37381 -3.67383 7.46481 -0.91 -1.04 1.25 0.366
C -0.95655 -2.87433 7.61729 0.09 1.09 -0.72 -1.425
N -0.97119 -1.58190 6.89273 0.31 -0.03 1.96 0.155
C 0.08230 -0.68509 7.43515 -0.95 0.01 0.81 -0.432
C -0.43755 0.00188 8.82131 1.08 -1.12 -1.01 -0.679
O 0.57947 0.61543 9.63182 0.39 1.59 -1.14 -0.405
C 1.35187 1.68084 8.95822 0.01 -1.46 0.07 -0.681
H 2.68533 -5.07973 8.64296 -0.48 0.07 -0.65 0.311
H 2.70298 -3.91309 9.91780 -0.53 -0.01 0.21 0.363
H 2.99774 -3.26913 8.37846 0.64 -0.60 -0.58 0.290
H 0.10290 -4.72315 7.34805 -0.07 -0.40 -0.22 0.357
H 0.97765 -3.43597 6.58907 0.16 0.62 0.05 -0.044
H -1.16970 -2.69058 8.67034 0.74 0.15 0.21 0.551
H -1.89400 -3.38348 7.39358 0.36 -0.64 -0.80 0.363
H -1.06683 -1.65669 5.89005 0.42 0.26 0.20 -0.043
H 0.40216 0.03805 6.68493 -0.36 0.25 0.02 0.550
H 0.97491 -1.26825 7.66156 0.23 0.02 0.28 0.247
H -0.79355 -0.79589 9.47318 0.08 -0.15 -0.16 0.236
H -1.32958 0.59338 8.61511 0.24 0.67 -0.13 0.348
H 2.21231 2.01846 9.53594 -0.39 -0.32 0.81 0.340
H 0.80422 2.58347 8.68722 -0.50 -0.26 -0.08 0.295
H 1.84780 1.22689 8.10026 -0.33 0.19 -0.45 0.258
C -1.34292 2.65675 -3.03140 0.40 -0.13 -0.80 -1.455
O -0.55674 1.50878 -2.64382 -1.47 0.50 0.68 0.665
C -0.53007 1.28549 -1.18698 0.54 -1.27 -1.99 -1.421
C -0.50674 -0.25447 -0.86942 -1.28 2.00 -0.09 -0.146
N 0.56527 -0.89965 -1.50314 1.23 0.66 1.29 0.756
C 0.67083 -2.34084 -1.28095 0.63 1.35 0.35 0.932
C 1.00688 -2.77208 0.22178 0.27 -0.83 -1.39 0.748
O 1.13471 -4.21512 0.20154 -0.77 0.74 1.04 0.303
C 1.29308 -4.74310 1.53392 0.25 -0.67 -1.26 -0.376
H -1.58090 2.58491 -4.09268 -0.13 -0.51 -0.10 0.188
H -0.77668 3.58813 -3.03612 0.29 0.14 0.67 0.379
H -2.30050 2.81231 -2.53448 0.09 -0.39 0.51 0.346
H -1.39030 1.80031 -0.75913 0.24 -0.06 0.36 0.658
H 0.46000 1.67060 -0.94294 -0.18 0.31 0.89 0.209
H -1.40915 -0.78191 -1.17856 -0.79 0.37 0.33 0.285
H -0.41209 -0.22250 0.21599 -0.02 -0.50 0.35 -0.019
H 0.76222 -0.44019 -2.38076 0.19 -0.98 -0.33 -0.023
H 1.52920 -2.48051 -1.93807 0.07 -1.44 0.15 -0.005
H -0.24710 -2.82592 -1.61293 0.16 -0.43 0.09 -0.944
H 0.28554 -2.49839 0.99176 -0.54 0.19 -0.33 -0.971
H 1.95422 -2.37979 0.59158 0.35 0.43 -0.26 -0.131
H 0.53875 -4.50778 2.28471 -0.16 0.83 -0.25 -0.153
H 2.30711 -4.52584 1.86952 0.08 0.13 0.39 0.119
H 1.17231 -5.82128 1.42889 0.28 -0.14 -0.15 -0.031
C -0.24132 8.79363 -2.07039 -1.36 0.47 -1.31 -0.788
O -1.43258 7.91082 -2.14094 2.67 0.72 -0.69 -0.068
C -2.25208 8.02275 -1.03254 -0.82 0.15 1.40 -0.461
C -3.41362 9.04138 -1.15248 0.14 0.44 0.64 -0.618
N -2.95361 10.42606 -0.73223 -0.92 -1.16 0.57 -0.226
C -3.88719 11.57309 -0.96795 1.60 0.12 -0.36 -0.728
C -3.23681 12.91184 -0.45807 0.21 -1.25 -1.44 -0.553
O -2.00892 13.08869 -1.16501 1.69 0.89 0.88 -0.321
C -1.05663 14.06541 -0.59462 -0.50 -0.46 -0.65 -0.742
H 0.70825 8.44589 -1.66358 -0.55 -0.72 0.72 0.075
H -0.56517 9.73972 -1.63664 0.44 -0.19 0.42 0.345
H 0.01799 9.06127 -3.09470 -0.19 -0.23 -0.27 0.374
H -1.70754 8.22931 -0.11118 0.50 0.85 -0.03 0.190
H -2.54838 7.01881 -0.72855 -0.89 -0.21 -0.74 0.413
H -4.19626 8.62240 -0.52000 -0.14 0.51 0.44 0.425
H -3.89182 9.06966 -2.13156 0.31 -0.25 -0.43 0.221
H -2.13233 10.53771 -1.30940 -0.07 0.87 0.11 0.079
H -4.86231 11.53084 -0.48270 0.13 -0.68 0.22 0.413
H -4.04300 11.57778 -2.04675 -0.39 0.67 -0.22 0.370
H -3.09757 12.79549 0.61672 0.05 0.36 0.09 0.375
H -3.84562 13.75633 -0.78102 -0.54 0.03 0.65 0.405
H -0.51758 14.57808 -1.39129 -0.46 -0.12 -0.47 0.285
H -0.23519 13.63696 -0.02037 -0.40 -0.69 0.32 0.214
H -1.51421 14.84855 0.00989 -0.43 -0.19 0.03 0.323
C 5.46539 -7.69481 3.66963 0.91 -0.14 -1.10 -0.468
O 6.09961 -6.99665 2.58227 -1.04 -0.31 -1.00 -0.406
C 5.21396 -6.75712 1.42097 1.42 -0.08 1.70 0.383
C 6.00193 -5.89560 0.42853 -0.37 0.42 0.82 -0.961
N 5.36625 -5.69869 -0.82385 -0.90 1.23 -1.12 -0.087
C 4.05486 -4.98058 -0.86743 0.52 -2.14 -2.19 0.916
C 3.44419 -5.35153 -2.28267 0.13 -0.86 0.37 -0.423
O 3.53829 -6.75936 -2.53272 3.01 1.02 1.12 -0.562
C 2.49956 -7.36074 -3.15286 -1.15 -1.39 0.25 -0.431
H 6.17431 -7.58327 4.49005 -0.57 0.07 0.30 0.235
H 5.37473 -8.75566 3.43621 0.16 -0.30 -0.10 0.336
H 4.43905 -7.38025 3.85885 0.08 0.64 0.29 0.065
H 4.33954 -6.35352 1.93144 -0.45 0.45 -0.82 -0.201
H 4.95523 -7.64147 0.83865 -0.14 -0.61 0.44 0.194
H 6.95642 -6.39050 0.24931 0.08 -0.02 0.19 0.477
H 6.20085 -4.90959 0.84842 0.20 0.04 0.30 0.215
H 5.32360 -6.52911 -1.39715 -0.16 -0.03 0.14 0.341
H 4.12245 -3.89282 -0.88507 0.28 0.04 0.52 -0.523
H 3.38447 -5.36029 -0.09640 -0.20 0.35 0.02 -0.368
H 4.02131 -5.02730 -3.14865 0.05 1.41 0.34 0.251
H 2.39168 -5.07416 -2.34086 -0.03 0.39 0.06 0.322
H 2.06639 -6.86464 -4.02139 -0.31 0.61 0.29 0.224
H 1.86947 -7.53790 -2.28126 -1.64 -0.40 -0.92 0.015
H 2.85236 -8.30655 -3.56406 0.08 -0.30 0.19 0.371
C 3.84270 0.35467 -3.04568 -0.50 -0.89 0.58 -0.208
O 5.02183 -0.12166 -2.45204 0.92 -1.30 0.41 -0.558
C 5.08258 -1.56096 -2.59773 2.38 -0.39 0.95 0.363
C 6.40116 -2.11249 -1.85569 -1.24 3.51 1.31 -0.878
N 7.56537 -2.07227 -2.67437 0.39 -2.19 -0.18 -0.307
C 8.73652 -2.70629 -1.99781 -0.91 1.74 -0.33 -0.601
C 9.78365 -2.61233 -3.03742 0.37 -1.91 -0.27 -0.619
O 9.31036 -3.43815 -4.14289 1.30 1.75 -0.28 -0.309
C 10.16464 -3.24388 -5.27716 -0.21 -0.91 -0.22 -0.797
H 3.80239 1.44376 -3.02707 0.33 -0.11 -0.56 0.295
H 3.03078 0.01614 -2.40203 -0.59 0.02 -0.09 -0.024
H 3.75514 -0.18078 -3.99105 -0.47 0.89 -0.52 0.271
H 5.18034 -1.79653 -3.65747 -0.07 -0.03 -0.24 0.454
H 4.22254 -2.11553 -2.22242 -0.48 0.45 0.21 -0.206
H 6.33644 -2.84725 -1.05316 -0.61 -1.38 -0.88 0.143
H 6.65672 -1.29893 -1.17680 -0.59 0.73 0.41 0.441
H 7.38664 -2.73596 -3.41442 0.15 0.06 -0.68 0.313
H 8.57705 -3.71623 -1.62006 -0.18 -0.20 -0.18 0.254
H 9.05343 -2.08171 -1.16261 -0.14 0.09 0.23 0.403
H 10.68088 -3.07655 -2.62806 0.52 0.13 -0.23 0.443
H 9.96368 -1.57403 -3.31600 -0.08 -0.08 -0.26 0.383
H 10.56277 -2.24683 -5.46556 -0.38 0.40 0.55 0.330
H 9.61224 -3.52244 -6.17457 -0.09 -0.13 0.09 0.248
H 11.03510 -3.89558 -5.20161 0.13 -0.18 0.04 0.283
C -5.43967 -7.87370 3.03097 0.93 -0.74 1.76 -0.703
O -5.20395 -6.80569 3.94864 0.61 -2.01 0.64 -0.395
C -5.23606 -5.59133 3.36452 0.18 2.56 -0.69 -0.176
C -4.39996 -4.47071 4.10573 -3.02 -1.20 -0.07 -0.803
N -3.17368 -4.14536 3.48961 2.12 0.54 0.67 0.699
C -2.27124 -3.17733 4.29119 -1.19 -0.10 -2.81 -0.944
C -2.16277 -1.85426 3.38992 0.72 -2.13 2.62 -0.208
O -1.36830 -0.98019 4.15789 0.06 0.82 -0.53 -0.078
C -1.40880 0.39065 3.73922 0.22 -1.05 0.29 -0.694
H -4.45075 -8.29102 2.84129 0.03 -0.16 -0.68 0.164
H -5.96641 -7.67296 2.09805 -0.13 0.39 0.27 0.343
H -5.93103 -8.59578 3.68309 -0.44 -0.32 -0.62 0.327
H -6.29292 -5.32679 3.39882 -0.19 0.82 -0.45 0.426
H -4.89512 -5.64460 2.33059 0.00 0.18 -0.28 -0.048
H -4.30949 -4.86133 5.11930 0.03 0.30 0.47 0.407
H -5.12653 -3.65927 4.06381 0.42 0.55 0.42 0.435
H -2.64109 -4.99637 3.60025 0.22 -0.33 -0.71 -0.540
H -1.36033 -3.76833 4.38641 0.38 0.67 0.30 0.273
H -2.70650 -2.89240 5.24903 0.06 -0.14 0.05 0.357
H -3.21663 -1.57613 3.40017 0.04 0.60 -0.98 0.536
H -1.60502 -2.03378 2.47080 -0.88 -0.15 -0.49 -0.115
H -2.40986 0.77478 3.93519 0.15 0.46 0.35 0.359
H -1.22340 0.51949 2.67286 0.19 -0.22 -0.21 0.126
H -0.57698 0.81367 4.30247 -0.47 0.68 -0.02 0.197
C 2.18418 4.91473 -1.94368 -0.47 -0.42 0.14 -0.620
O 2.21696 5.35556 -0.57735 0.30 1.66 -2.00 -0.094
C 2.99297 4.54975 0.24857 -1.47 -1.18 0.54 -0.364
C 3.14150 5.08739 1.68516 -0.86 1.02 -1.28 -1.085
N 1.99537 5.94845 2.09473 1.63 -1.48 -0.22 0.854
C 2.14819 7.32229 1.72447 -0.54 0.54 -0.85 -0.439
C 1.26683 8.12822 2.66133 -0.11 1.49 0.85 -0.066
O 1.06047 9.45979 2.32949 0.11 2.96 -1.22 -0.506
C 2.17519 10.35225 2.34777 -0.02 -0.77 -1.43 -0.769
H 1.67090 5.63358 -2.58235 0.53 0.52 0.27 0.227
H 1.58274 4.02735 -2.14099 -0.38 -0.52 0.80 0.002
H 3.14998 4.59554 -2.33542 0.40 0.65 0.06 0.391
H 3.93549 4.21721 -0.18637 0.21 0.18 -0.15 0.501
H 2.30225 3.70869 0.30871 0.62 -1.18 0.49 0.157
H 3.99638 5.76141 1.73980 0.34 -0.46 0.31 0.644
H 3.24267 4.16513 2.25726 0.10 0.39 0.64 0.094
H 1.12791 5.53015 1.79036 -0.04 0.25 0.02 -0.397
H 1.91890 7.59264 0.69372 -1.52 -0.37 -0.48 -0.029
H 3.17645 7.60005 1.49287 0.69 0.10 1.83 0.485
H 1.51772 8.25438 3.71454 0.79 -1.34 0.18 0.141
H 0.21112 7.85700 2.66162 0.16 -1.34 -0.18 0.015
H 2.89952 10.13777 3.13354 -0.22 0.22 0.38 0.327
H 1.87165 11.39370 2.24128 -0.55 -0.08 1.02 0.265
H 2.70056 10.27581 1.39581 0.51 -0.56 -0.21 0.287
C 3.15285 -2.65774 4.28573 1.29 3.70 -0.61 0.603
O 3.02778 -3.58067 4.97359 -2.14 -7.58 4.20 -0.236
N 2.27607 -1.69713 4.17542 -1.92 2.32 -1.15 0.032
N 4.35139 -2.37424 3.83733 2.91 1.12 -2.18 -0.301
H 2.63232 -0.85996 3.73686 -0.73 0.29 -0.19 0.210
H 1.32154 -1.77731 4.49565 0.28 0.03 -0.02 -0.253
H 4.47732 -1.52118 3.31147 0.37 -0.08 -0.25 0.014
H 5.07138 -3.08222 3.85934 -0.27 0.24 -0.05 0.205
C -3.08898 -5.74909 -0.04766 -3.66 1.21 -3.31 0.260
O -3.52894 -6.38113 -0.98472 -0.33 -1.38 -2.47 -0.830
N -3.44431 -4.50907 0.17516 -0.50 3.39 0.81 0.030
N -2.41533 -6.27890 0.86541 3.97 -3.42 4.44 0.832
H -4.01407 -3.98227 -0.47133 0.27 -0.28 0.07 0.222
H -3.35610 -4.22132 1.13927 -0.11 0.66 -0.07 -0.006
H -1.87085 -5.76235 1.54130 -0.08 -0.35 -0.12 -0.430
H -2.19494 -7.24018 0.64749 0.47 0.14 0.34 -0.021
C 1.92093 -2.06775 -5.69929 0.15 4.68 2.04 0.641
O 1.89058 -0.84096 -5.54654 -0.16 0.60 -0.59 -0.732
N 2.84949 -2.71631 -6.27055 4.61 -1.76 -4.07 -0.413
N 1.21505 -2.86949 -5.01971 -5.06 -2.74 3.13 0.214
H 2.60136 -3.64765 -6.57243 1.15 0.19 -0.22 0.166
H 3.68575 -2.19006 -6.47989 -0.13 -0.62 -0.73 0.252
H 1.28689 -3.86476 -5.17577 -0.44 0.17 0.64 -0.124
H 0.50339 -2.46158 -4.43043 -0.32 -0.54 -0.15 -0.213
C -2.40298 6.99358 -5.78654 0.77 0.67 -0.30 0.620
O -2.78777 6.47823 -6.78218 -1.78 -2.18 -3.16 -0.693
N -1.39019 6.53844 -5.08185 1.61 -1.60 0.93 -0.261
N -2.80631 8.16218 -5.38634 -1.48 3.49 1.57 -0.355
H -1.11828 5.67055 -5.52111 0.87 -0.52 0.97 0.290
H -1.36308 6.76512 -4.09799 0.39 -0.52 0.05 0.131
H -2.22904 8.58103 -4.67121 -0.70 0.55 -0.12 0.113
H -3.56718 8.62695 -5.86086 0.43 0.04 0.25 0.274
C -0.71331 -7.44781 -4.57417 -0.99 2.31 2.13 0.562
O -0.26926 -6.33535 -4.84089 0.27 0.39 -0.91 -0.676
N -1.74908 -7.66244 -3.73761 -0.68 0.32 0.00 -0.441
N -0.18702 -8.59583 -4.90139 1.78 -2.83 -2.14 -0.441
H -1.67477 -8.55824 -3.27704 -0.61 0.57 0.54 0.243
H -2.13853 -6.84761 -3.28542 -0.29 -0.35 0.48 0.234
H 0.50585 -8.57331 -5.63591 -0.09 -0.16 0.05 0.277
H -0.89368 -9.31410 -4.97067 0.52 -0.32 -0.20 0.235
C -0.49206 -6.78589 4.18318 -2.70 -1.39 -0.06 0.515
O -0.96953 -6.20025 3.25294 -0.27 1.37 -2.87 -0.201
N 0.38323 -6.33214 4.99653 3.61 1.80 2.57 0.075
N -1.00525 -7.94984 4.59035 -0.20 -1.44 0.31 -0.393
H 1.01194 -5.59712 4.70574 -0.06 0.11 0.39 -0.447
H 0.53805 -6.86485 5.84054 0.63 0.60 -0.19 0.157
H -0.65611 -8.25059 5.48910 -0.79 -1.00 -0.50 0.103
H -1.69376 -8.38674 3.99438 -0.04 -0.11 0.77 0.244
C -2.11423 -3.59363 -3.29907 0.21 -0.32 0.62 0.340
O -2.50473 -2.76654 -2.52962 -1.61 2.76 2.24 -0.679
N -2.32559 -3.58944 -4.56073 -0.97 1.02 -5.12 -0.043
N -1.44011 -4.62150 -2.91968 2.41 -3.17 2.70 0.953
H -1.86447 -4.17532 -5.24206 -0.23 -0.12 0.46 0.083
H -3.01004 -2.90302 -4.84440 -0.02 0.05 -0.64 0.536
H -1.51623 -4.77546 -1.92439 0.70 -0.48 -0.18 -0.647
H -1.00732 -5.23372 -3.59641 0.15 -0.28 0.37 0.050
C 4.44020 0.81732 1.41384 -2.13 -2.89 -0.30 0.432
O 3.92394 0.37344 2.37505 -2.61 -2.49 5.90 -0.749
N 5.05146 1.91598 1.45854 4.02 6.31 0.46 -0.318
N 4.32934 0.22279 0.28318 1.08 -0.08 -3.76 0.394
H 5.27995 2.23057 2.39070 -0.06 0.15 -0.25 0.268
H 5.61083 2.29087 0.70576 -0.13 -0.08 0.17 0.173
H 3.79903 -0.62401 0.13557 0.32 0.42 -0.21 -0.290
H 4.92921 0.74637 -0.33821 -0.65 -1.61 -1.68 -0.046
C 0.63704 2.92477 -6.12437 -1.38 -3.02 1.98 0.557
O 0.02751 3.88671 -5.83680 -1.78 5.82 1.04 -0.719
N 0.87380 2.00258 -5.21388 1.42 -1.30 2.94 0.001
N 0.71918 2.43983 -7.30362 1.11 -0.93 -5.82 -0.405
H 0.30034 2.15082 -4.39580 0.80 -0.64 0.11 -0.188
H 1.20113 1.08142 -5.46772 -0.05 -0.10 0.47 0.220
H 0.26539 2.99357 -8.01605 0.27 -0.43 -0.20 0.238
H 0.83072 1.43894 -7.38024 -0.04 0.41 -0.56 0.151
C 0.70938 -8.86775 0.42166 -2.84 3.04 -1.44 0.525
O 0.22856 -8.17372 -0.43580 -1.42 2.37 -2.04 -0.497
N 0.24331 -8.85357 1.63523 -0.99 -1.05 4.54 -0.272
N 1.68162 -9.60007 0.10486 5.42 -4.40 -1.20 -0.404
H 0.15052 -9.76141 2.06803 0.07 0.36 0.48 0.203
H -0.36263 -8.11003 1.95155 -0.09 -0.17 -0.45 -0.096
H 2.25321 -10.14120 0.73778 -0.14 0.27 -0.06 0.191
H 2.01690 -9.44164 -0.83460 0.02 -0.32 0.18 0.219
C 4.94905 -6.02996 6.66610 0.69 -3.05 1.28 0.442
O 5.62494 -6.87232 7.16225 2.40 -3.21 1.87 -0.735
N 5.41636 -4.93096 6.26235 2.13 6.90 -2.49 -0.165
N 3.67992 -6.18862 6.46889 -4.72 0.03 -0.96 -0.025
H 6.37015 -4.61026 6.34918 -0.23 -0.75 0.33 0.186
H 4.77715 -4.24065 5.89495 0.03 0.09 -0.08 0.089
H 3.21285 -7.06790 6.63866 0.40 0.39 -0.01 0.138
H 3.23604 -5.40403 6.01339 -0.71 -0.40 -0.06 0.066